# 1
Molecular formula: C12H25BrClINP2Rh
Method: DFT, ωB97M-V/def2-TZVPD

The total charge is +2. The value obtained for the HOMO energy (spin up / spin down) is -13.36 / -15.43 eV. The expectation value of S² is 6.011. The molecular weight comes out at 590.5 u. The spin multiplicity is 5. The LUMO energy (spin up / spin down) comes out at -0.2277 / -0.3565 hartree. For the HOMO-LUMO gap (spin up / spin down), the calculation gives 7.2 / 5.7 eV. The energy above the lowest of the compared OMol25 structures with the same formula, charge and spin comes out at 0.000 eV. The largest force on an atom comes out at 2.9 eV Å⁻¹.

Each line ends with the Löwdin spin population.
Cartesian coordinates (Å):
I 2.5328 0.6918 -0.4952  0.206
Rh -0.2478 0.1047 -0.2104  2.230
Br -1.3687 -0.3874 5.5861  0.002
Cl -2.2538 0.5853 -1.3911  0.431
P 0.0275 -1.4175 -1.8647  0.269
P -0.4732 2.2204 0.5608  0.267
N -0.5205 -1.1569 1.6136  0.147
C -0.7424 -0.5463 2.7844  0.023
C 1.5643 -2.3355 -1.5106  0.061
C -0.6059 -3.2830 2.6813  0.004
C 0.2603 -0.6042 -3.4541  0.030
C -1.3180 -2.6185 -2.0367  0.042
C -0.9699 -1.2906 3.9576  0.004
C -0.8703 -2.6814 3.9193  0.007
C 3.0197 1.7284 -2.3657  0.032
C -0.3389 3.4245 -0.7711  0.030
C -0.4607 -2.4842 1.5454  0.022
C 0.8785 2.5726 1.7360  0.060
C -2.0606 2.5367 1.3823  0.042
H -0.7429 0.5450 2.8044  0.004
H 1.5998 -2.6505 -0.4639  0.002
H 1.1170 0.0724 -3.4298  0.001
H 0.4268 -1.3671 -4.2214  0.008
H 2.4222 -1.6813 -1.6972  0.000
H 1.6324 -3.2043 -2.1661  0.013
H 3.7183 1.0834 -2.9120  0.002
H -0.2729 -2.9351 0.5795  0.003
H 1.8181 2.6613 1.1779  0.000
H -1.0931 -3.3117 -2.8502  0.011
H -2.2363 -2.0784 -2.2714  0.000
H -0.4641 4.4284 -0.3482  0.008
H -2.8605 2.2944 0.6820  0.001
H -2.1268 3.5904 1.6555  0.011
H -0.5013 -4.3607 2.5734  0.001
H -1.1290 3.2239 -1.5037  0.001
H -2.1791 1.9127 2.2679  0.000
H 0.9921 1.7630 2.4621  0.002
H 2.1126 1.9053 -2.9482  0.002
H -1.4705 -3.1729 -1.1080  0.001
H 3.5089 2.6638 -2.0757  0.003
H 0.6775 3.5107 2.2560  0.013
H -0.6432 -0.0313 -3.6879  0.001
H 0.6332 3.3523 -1.2664  0.001
H -0.9915 -3.2724 4.8246  0.000

---

# 2
Molecular formula: C12H25ClCoNO2P2
Method: DFT, ωB97M-V/def2-TZVPD

The total charge is +1. The value obtained for the HOMO energy (spin up / spin down) is -9.77 / -9.79 eV. The expectation value of S² is 3.771. The molecular weight comes out at 371.7 u. The spin multiplicity is 4. The LUMO energy (spin up / spin down) comes out at -0.1237 / -0.1500 hartree. For the HOMO-LUMO gap (spin up / spin down), the calculation gives 6.4 / 5.7 eV. The energy above the lowest of the compared OMol25 structures with the same formula, charge and spin comes out at 0.000 eV. The largest force on an atom comes out at 3.8 eV Å⁻¹.

Each line ends with the Löwdin spin population.
Cartesian coordinates (Å):
Co 0.5060 0.4645 -0.4598  2.317
Cl 2.6827 -0.7105 0.1502  0.031
P -0.2669 -0.8849 -2.1636  0.086
P -0.1123 1.1803 1.6324  0.143
O -2.8072 -4.7849 1.0454  0.000
O -5.4852 -0.6559 2.8986  0.000
N -0.8863 1.7393 -1.0735  0.071
C 1.3055 2.3137 1.7596  0.040
C -0.4901 0.6055 -3.2086  0.006
C -1.9872 2.6645 -2.9475  0.017
C 1.0174 -1.4034 0.4471  0.092
C -1.6508 2.4604 -0.1912  0.012
C -1.3461 2.3256 1.1847  0.043
C -2.6792 3.2638 -0.7099  0.016
C 1.1228 -1.7687 -2.9303  0.015
C -1.6421 -1.9644 -2.6300  0.026
C -1.1354 1.7180 -2.3705  0.002
C -0.3542 0.2403 3.1736  0.027
C -2.7665 3.4468 -2.0913  0.001
H -2.0761 2.7173 -4.0491  0.001
H -2.5838 -1.5538 -2.2528  0.000
H 0.4875 -0.4432 3.3232  0.001
H -3.4460 4.2002 -2.5016  0.000
H -1.2993 -0.3439 3.1261  0.000
H -0.4362 0.9636 4.0072  0.007
H 1.3397 2.9243 0.8434  0.002
H -4.6365 -0.4022 3.2583  0.000
H 0.9924 -2.3579 -0.1182  0.005
H 2.2495 1.7744 1.8862  0.000
H -1.5087 -2.9542 -2.1685  0.000
H -3.3845 -4.4442 0.4012  0.000
H 0.0443 -0.7834 0.1119  0.015
H -1.6773 -2.0656 -3.7266  0.005
H -1.1590 0.3269 -4.0430  0.001
H 1.0644 2.9570 2.6209  0.009
H -5.3475 -0.7509 1.9390  0.000
H -3.4092 3.6766 -0.0135  0.001
H 0.8383 -2.1022 -3.9390  0.004
H 0.9051 -1.5525 1.5231  0.002
H 2.0215 -1.1386 -2.9989  0.000
H -2.2018 -4.0463 1.2966  0.000
H 0.4929 0.8969 -3.6045  0.000
H -2.0177 2.7952 1.9001  0.004
H 1.3806 -2.6540 -2.3321  0.001

---

# 3
Molecular formula: C12H25ClFO4P2
Method: DFT, ωB97M-V/def2-TZVPD

The total charge is +1. The value obtained for the HOMO energy is -11.83 eV. The molecular weight comes out at 349.7 u. The LUMO energy comes out at -0.1438 hartree. For the HOMO-LUMO gap, the calculation gives 7.9 eV. The largest force on an atom comes out at 8.2 eV Å⁻¹.

Each line ends with the Löwdin charge.
Cartesian coordinates (Å):
Cl 2.2683 0.2128 4.4657  0.511
P -0.8548 -1.4655 -3.2177  0.641
P 1.7523 1.7594 3.2554  0.644
F 2.6344 1.6349 1.9236  -0.162
O 0.2765 -0.7139 -3.8708  -0.223
O -2.0117 -2.5718 -2.6748  -0.197
O -0.2661 -1.4657 -1.6715  -0.222
O -1.9551 -0.2468 -3.0782  -0.223
C -0.0222 1.7900 2.7478  -0.262
C 3.0460 3.0882 6.4081  -0.106
C -3.5642 -0.8291 -4.8223  -0.080
C -1.0692 -0.7206 2.7657  0.133
C -2.0832 -3.8264 -3.3641  -0.291
C 1.1080 -1.1856 -1.4282  -0.296
C -0.7409 -4.5262 -3.4638  -0.081
C -0.6858 0.4241 2.7236  -0.186
C -2.6152 0.2112 -4.2535  -0.290
C 1.3468 0.3028 -1.2354  -0.074
C 2.1399 3.4037 4.0162  -0.267
C 1.7209 3.3108 5.5511  -0.270
H 3.2014 3.9271 7.1341  0.088
H 1.5195 4.1468 3.4455  0.114
H 1.3917 -1.7171 -0.5152  0.112
H -1.3658 -1.7313 3.0839  0.072
H -4.1908 -1.2589 -4.0390  0.085
H -3.0038 -1.6465 -5.2877  0.062
H -3.1807 1.1008 -3.9716  0.118
H -4.2055 -0.3910 -5.5885  0.082
H -2.7863 -4.4572 -2.8192  0.124
H -1.8772 0.5108 -5.0036  0.112
H 2.4117 0.5348 -1.3063  0.080
H -0.6240 2.4689 3.4065  0.121
H -0.3144 -4.6867 -2.4720  0.086
H 1.1817 4.2406 5.8478  0.119
H 3.2181 3.6310 3.8569  0.104
H -2.4974 -3.6692 -4.3643  0.103
H 1.0902 2.4033 5.7265  0.073
H 1.7314 -1.5894 -2.2252  0.106
H 0.9887 0.6192 -0.2503  0.041
H 0.8122 0.9108 -1.9663  0.077
H -0.8478 -5.4895 -3.9644  0.086
H -0.0608 2.2253 1.7120  0.121
H 3.9580 2.9831 5.7763  0.073
H 2.9404 2.1556 7.0078  0.071
H -0.0204 -3.9289 -4.0360  0.072

---

# 4
Molecular formula: C12H25ClI2NP2Ru
Method: DFT, ωB97M-V/def2-TZVPD

The total charge is +2. The value obtained for the HOMO energy (spin up / spin down) is -13.40 / -14.86 eV. The expectation value of S² is 8.774. The molecular weight comes out at 635.6 u. The spin multiplicity is 6. The LUMO energy (spin up / spin down) comes out at -0.2983 / -0.3523 hartree. For the HOMO-LUMO gap (spin up / spin down), the calculation gives 5.3 / 5.3 eV. The largest force on an atom comes out at 5.8 eV Å⁻¹.

Each line ends with the Löwdin spin population.
Cartesian coordinates (Å):
I -0.0489 -1.7276 -3.7940  0.825
I -0.0049 0.9724 -4.3840  1.111
Ru 0.0012 -0.4794 0.8481  2.046
Cl -0.0324 1.0193 2.5852  0.253
P 1.9707 0.0331 0.1626  0.131
P -1.9681 0.0764 0.1823  0.166
N 0.0962 -2.5215 0.5968  0.055
C 2.4479 -0.1467 -1.5716  0.012
C 0.1029 -3.1796 1.7765  0.023
C 3.1626 -1.0443 1.0750  0.060
C -0.2425 -3.1614 -0.5313  0.042
C -2.6202 1.7302 0.5588  0.019
C -0.6573 -5.1862 0.7015  0.023
C -1.0381 -6.6281 0.7810  0.005
C -0.6417 -4.4904 -0.5094  0.007
C -0.2401 -4.5191 1.8509  -0.003
C 2.5826 1.7064 0.5449  0.031
C -3.0361 -1.0348 1.1881  0.052
C -2.5319 -0.1630 -1.5189  0.046
H -1.4021 -6.9988 -0.1802  0.000
H 4.1937 -0.6723 0.9605  0.010
H -2.1735 2.0739 1.4933  0.003
H -2.1510 -1.1210 -1.8904  0.006
H 2.8845 -1.0338 2.1357  0.002
H 2.2894 2.3844 -0.2634  0.000
H 3.5374 -0.1854 -1.7141  0.001
H -1.8173 -6.8058 1.5294  0.001
H -2.6069 -1.1003 2.1939  0.003
H 3.6708 1.6958 0.6577  0.003
H -0.1660 -7.2262 1.0748  0.002
H -0.1880 -4.9866 2.8274  -0.001
H -3.0813 -2.0374 0.7496  0.000
H -3.7076 1.7094 0.6559  0.003
H 2.0142 0.6688 -2.1625  0.005
H -0.9426 -4.9335 -1.4539  0.001
H 0.3438 -2.5561 2.6360  0.001
H -2.0926 0.6105 -2.1600  0.005
H -2.3349 2.4222 -0.2350  0.000
H 2.1036 2.0274 1.4763  0.002
H -0.1960 -2.5744 -1.4590  0.021
H 2.0080 -1.0761 -1.9491  0.006
H -4.0497 -0.6132 1.2503  0.011
H -3.6251 -0.1587 -1.6101  0.007
H 3.0971 -2.0683 0.6863  0.000

---

# 5
Molecular formula: C12H25ClMgNO2P2
Method: DFT, ωB97M-V/def2-TZVPD

The total charge is +1. The value obtained for the HOMO energy (spin up / spin down) is -8.94 / -8.94 eV. The molecular weight comes out at 337.0 u. The LUMO energy (spin up / spin down) comes out at -0.1542 / -0.1542 hartree. For the HOMO-LUMO gap (spin up / spin down), the calculation gives 4.7 / 4.7 eV. The energy above the lowest of the compared OMol25 structures with the same formula, charge and spin comes out at 5.220 eV. The largest force on an atom comes out at 6.0 eV Å⁻¹.

Each line ends with the Löwdin charge.
Cartesian coordinates (Å):
Cl 1.7266 1.5509 0.8290  0.530
P 0.2924 -1.6388 2.2300  0.953
P -0.3810 0.9805 -2.2280  0.808
Mg -0.5828 -0.4643 0.1353  0.484
O -3.3596 -2.5035 1.3001  -0.043
O -1.6165 -1.7924 -1.2726  -0.051
N 1.1329 -1.3680 -0.7044  -0.006
C 0.7579 -0.9567 3.8071  -0.179
C 1.2168 -1.3033 -2.1031  -0.365
C -1.7025 1.3978 -3.4399  -0.270
C 0.0155 1.4284 1.0110  -0.787
C 2.1505 -1.9198 -0.0098  -0.358
C 3.2985 -2.5042 -2.0291  -0.064
C 1.0894 1.9178 -2.8173  -0.270
C -0.1175 -3.3489 2.5798  -0.190
C 0.4276 -0.4428 -2.9693  -0.348
C 3.2558 -2.4676 -0.6455  -0.055
C 2.0062 -1.8690 1.4979  -0.204
C 2.2541 -1.9925 -2.7667  -0.037
H 0.9522 2.9366 -2.4693  0.030
H 4.0634 -2.8700 -0.0298  0.116
H -2.4512 0.5899 -3.4853  0.039
H -0.0809 -3.9399 1.6573  0.079
H 1.1076 1.8373 -3.9139  0.054
H 1.9836 1.4528 -2.3832  0.041
H -0.4816 2.1862 0.3933  -0.026
H 2.6712 -1.0709 1.8962  0.099
H -1.3996 -1.6774 -2.1822  0.033
H 2.1708 -1.9340 -3.8814  0.138
H 4.1285 -2.9249 -2.5792  0.113
H -0.0669 -0.9308 -3.8140  0.069
H -0.7751 -1.0837 1.5856  -0.044
H -0.1212 -0.6407 4.3761  0.078
H 1.2893 -1.7228 4.4025  0.092
H -3.5699 -1.5702 1.5310  0.067
H -0.2530 1.4489 2.0705  -0.030
H -1.2922 -2.6709 -1.1581  0.071
H 2.4085 -2.8201 1.9234  0.123
H -1.2561 1.5781 -4.4269  0.048
H -2.1781 2.3123 -3.0588  0.037
H 1.4377 -0.0971 3.7105  0.075
H -1.1150 -3.4056 3.0214  0.066
H -3.1403 -2.4893 0.3696  0.005
H 0.6389 -3.7220 3.2877  0.078

---

# 6
Molecular formula: C12H25CsN3O3V
Method: DFT, ωB97M-V/def2-TZVPD

The total charge is +2. The value obtained for the HOMO energy (spin up / spin down) is -16.53 / -16.53 eV. The molecular weight comes out at 443.2 u. The LUMO energy (spin up / spin down) comes out at -0.3571 / -0.3580 hartree. For the HOMO-LUMO gap (spin up / spin down), the calculation gives 6.8 / 6.8 eV. The largest force on an atom comes out at 7.0 eV Å⁻¹.

Each line ends with the Löwdin charge.
Cartesian coordinates (Å):
Cs 0.1691 -1.1780 -2.5206  1.487
V 0.1960 0.1310 0.6906  1.094
O 0.2300 -0.5088 2.6067  -0.145
O -0.6946 1.5080 3.0632  0.024
O -3.5411 1.5366 1.5358  0.267
N -1.6296 0.6366 0.2985  0.021
N 1.1680 1.2267 -0.5028  -0.154
N 0.0763 -1.5740 -0.2416  -0.574
C -0.5240 -3.9710 -0.6598  -0.042
C 0.7902 2.6604 -0.7107  -0.620
C 2.4217 0.8299 -1.1599  -0.134
C -0.2504 0.4026 3.4191  -0.374
C -0.3128 2.7116 -1.7661  -0.027
C -1.0052 -2.6451 -0.0520  -0.646
C 0.2769 3.2448 0.6021  -0.031
C 1.9468 3.5446 -1.1677  -0.034
C -2.3043 -2.2110 -0.7458  -0.080
C 1.4028 -2.0141 0.2244  -0.168
C -2.6062 1.1140 0.9635  -0.280
C -1.2760 -2.8758 1.4359  -0.020
H 2.0434 -2.3675 -0.6095  0.106
H 2.3675 0.9848 -2.2599  0.099
H -0.6102 2.7336 0.9847  0.043
H 2.6812 -0.2240 -0.9627  0.058
H -0.2407 0.0953 4.4815  0.166
H -1.9636 -3.7312 1.5431  0.121
H -0.6376 3.7532 -1.9028  0.118
H -3.1275 -2.8217 -0.3419  0.118
H 0.0167 4.3009 0.4382  0.120
H -1.1871 2.1148 -1.4713  0.062
H 2.7782 3.5153 -0.4529  0.104
H 3.2794 1.4191 -0.7842  0.118
H -0.2601 -3.9103 -1.7304  0.064
H 2.3168 3.2845 -2.1666  0.097
H -2.3076 -2.4076 -1.8368  0.065
H -1.7516 -2.0081 1.9084  0.090
H 1.5924 4.5836 -1.2183  0.116
H 1.0585 3.1936 1.3722  0.109
H 0.3414 -4.3744 -0.1152  0.099
H 1.3326 -2.8546 0.9358  0.113
H -1.3326 -4.7169 -0.5794  0.124
H -0.3580 -3.1198 1.9844  0.093
H 0.0589 2.3363 -2.7323  0.089
H 1.9324 -1.1874 0.7494  0.089
H -2.5561 -1.1605 -0.5463  0.056